Computed, not measured: 8 unconnected molecules or ions with the total composition C49H114N6O11 in a non-equilibrium geometry, with ωB97M-V/def2-TZVPD.

XYZ file:
```
180
Properties=species:S:1:pos:R:3:forces:R:3:mulliken_charge:R:1
C -1.0582 0.6584 0.5678 -0.6 -0.7 -1.1 -0.657
C -0.7199 -0.7438 1.1540 0.3 2.5 -2.1 1.208
O -0.9841 -0.6786 2.4828 -0.5 -0.3 1.3 -0.368
H -2.1363 0.8152 0.5321 -0.2 0.0 0.5 0.416
H -0.8348 0.6339 -0.4987 0.4 0.0 -0.3 -0.325
H -0.6011 1.5686 0.9561 0.3 -0.4 0.5 0.020
H 0.3426 -0.8868 0.9569 0.2 -0.5 0.0 -1.179
H -1.3056 -1.4770 0.5996 0.0 -0.2 0.1 0.381
H -0.9483 -1.5685 2.8412 0.4 -0.5 0.4 0.099
C 2.0872 3.0524 -1.2061 -0.2 0.0 0.6 -0.413
C 1.7852 3.8760 -2.4130 -0.6 0.2 -0.1 -0.449
O 2.9395 4.4044 -3.0166 0.4 -0.2 -0.1 -0.549
H 2.6635 3.6385 -0.4902 0.4 -0.3 -0.1 0.445
H 2.5215 2.0870 -1.4655 0.4 0.2 0.2 0.170
H 1.1489 2.8427 -0.6925 -0.2 -0.1 0.0 0.027
H 1.1327 4.7027 -2.1321 -0.3 0.1 0.1 0.355
H 1.2414 3.2359 -3.1079 -0.2 0.0 -0.4 0.120
H 2.6622 4.7879 -3.8518 0.2 0.1 -0.1 0.334
C -2.1383 -0.3281 -3.5633 -0.9 -1.0 1.0 -2.366
C -2.4844 1.1099 -3.9411 0.9 -1.4 -2.2 2.358
C -2.0339 1.2721 -5.4023 -0.9 0.1 -1.6 -1.458
C -2.7473 2.3709 -6.2272 1.0 -0.2 0.8 -0.771
C -4.2167 2.2559 -6.0585 0.5 -0.3 -0.4 -1.169
C -4.6524 2.3211 -4.6091 -2.5 -0.7 -1.1 1.147
N -3.9468 1.2980 -3.8307 1.4 1.6 1.9 0.747
O -4.3352 1.1434 -2.4946 0.2 0.4 -1.9 -0.326
C -4.4846 3.7333 -4.0292 0.6 -0.4 0.6 -1.405
C -6.1853 1.9658 -4.6252 0.3 0.4 1.1 -1.870
C -1.6391 2.0755 -3.1895 0.2 1.1 2.0 -1.161
H -1.0819 -0.5674 -3.6855 -0.1 0.2 -0.4 -0.140
H -2.7666 -1.0380 -4.1012 0.3 0.0 -0.7 0.771
H -2.3734 -0.6331 -2.5436 0.2 0.6 0.4 0.672
H -0.9534 1.4114 -5.4363 -0.1 -0.1 0.2 0.467
H -2.2569 0.3472 -5.9343 0.1 -0.2 0.0 0.515
H -2.5410 2.2326 -7.2885 0.4 0.2 0.1 0.437
H -2.4718 3.3734 -5.8999 0.5 0.1 -0.3 0.342
H -4.5106 1.3039 -6.5005 -0.5 0.0 0.0 0.343
H -4.6197 3.0840 -6.6415 -0.7 -0.2 0.3 0.479
H -3.4397 4.0437 -4.0278 -0.2 0.2 -0.4 0.318
H -5.1020 4.3427 -4.6892 0.1 0.3 0.3 0.432
H -4.7840 3.7817 -2.9823 -0.4 0.0 -0.2 0.388
H -6.4168 0.9532 -4.9557 0.3 -0.1 0.2 0.410
H -6.5460 2.1690 -3.6169 -0.3 -0.4 0.1 0.479
H -6.7766 2.6248 -5.2609 0.5 0.2 -0.2 0.408
H -0.6032 1.7378 -3.1580 -0.2 -0.4 -0.2 -0.312
H -1.9584 2.0944 -2.1475 0.0 0.4 0.1 0.403
H -1.5692 3.0743 -3.6202 -0.4 0.0 0.1 0.449
H -4.8327 0.3225 -2.5092 -0.6 -0.6 0.4 0.384
C 2.7221 1.8402 2.5483 0.6 0.7 1.1 -2.145
C 3.4185 0.5399 2.9181 -0.2 -0.8 -0.6 2.439
C 3.4389 -0.2085 1.5536 0.2 -0.6 -0.7 0.261
C 4.4490 -1.3185 1.3411 1.2 0.7 1.3 -0.457
C 5.8650 -0.8138 1.7365 -1.0 0.2 0.7 -1.524
C 5.8880 -0.2182 3.1800 0.4 -0.3 -0.5 1.736
N 4.7740 0.7458 3.4532 0.5 0.3 -1.9 0.115
O 4.7907 1.3197 4.7477 -0.1 -0.7 -0.9 -0.433
C 5.8996 -1.4243 4.1020 -0.6 0.0 2.0 -1.773
C 7.2096 0.5274 3.3403 0.8 0.9 1.2 -1.946
C 2.5258 -0.2324 3.9181 0.2 -0.4 -0.1 -1.466
H 3.3158 2.4577 1.8742 0.0 -0.3 -0.2 0.401
H 2.6617 2.4268 3.4650 -0.5 0.2 0.0 0.542
H 1.7409 1.6186 2.1286 -0.1 0.2 0.1 0.142
H 2.4399 -0.6327 1.4523 -0.2 0.1 -0.1 -0.919
H 3.5835 0.4585 0.7037 -0.1 0.6 0.2 0.418
H 4.5672 -1.7148 0.3326 -0.7 0.0 -0.1 0.429
H 4.1722 -2.1037 2.0446 0.2 -0.5 -0.2 0.017
H 6.3149 -0.0834 1.0640 -0.4 0.0 -0.4 0.345
H 6.4893 -1.7070 1.7600 0.4 0.2 0.0 0.464
H 5.2088 -2.2472 3.9183 -0.1 0.1 -0.6 0.237
H 6.8700 -1.8642 4.3320 0.2 0.1 -0.5 0.456
H 5.5757 -1.0572 5.0759 0.0 0.0 0.4 0.359
H 8.0881 -0.1155 3.3968 -0.1 -0.3 -0.8 0.415
H 7.3691 1.3965 2.7021 -0.2 -0.5 -0.8 0.410
H 7.3533 1.0426 4.2901 -0.8 -0.2 0.6 0.405
H 2.4911 0.2411 4.8993 0.1 0.1 0.0 0.568
H 2.8907 -1.2522 4.0405 0.2 0.0 0.1 0.184
H 1.4847 -0.3471 3.6165 0.0 0.3 -0.3 -0.034
H 4.4541 0.5909 5.2743 -0.1 0.0 0.8 0.367
C -1.0943 -5.1032 -3.3566 -1.0 0.7 -0.9 -1.921
C -0.9422 -5.3325 -1.8682 0.1 -0.3 -0.3 1.826
C -0.3140 -6.7404 -1.8041 0.6 -1.1 -0.1 -1.591
C 0.2674 -7.1609 -0.4758 -0.3 0.5 -0.6 -0.737
C 1.2790 -6.0959 -0.0761 -0.7 0.3 0.4 -1.215
C 0.7123 -4.5942 -0.0900 1.2 -2.5 0.4 2.391
N 0.0768 -4.3523 -1.3842 -0.3 -1.7 0.1 0.526
O -0.3755 -3.0244 -1.4349 -0.9 0.2 0.3 1.038
C -0.1354 -4.4246 1.1457 -0.9 1.3 0.4 -1.318
C 1.8812 -3.6795 -0.0441 1.6 1.0 0.7 -2.073
C -2.3370 -5.3365 -1.1536 0.7 -0.1 0.2 -1.662
H -1.7040 -5.8890 -3.8025 0.3 -0.4 0.0 0.569
H -0.1461 -5.0074 -3.8856 0.1 -0.3 0.2 0.219
H -1.6777 -4.2245 -3.6315 0.1 0.5 0.4 0.220
H -0.9619 -7.5555 -2.1264 -0.9 0.5 0.0 0.411
H 0.4961 -6.9125 -2.5128 0.2 0.9 -0.4 0.427
H 0.7799 -8.1123 -0.6182 0.0 -0.1 0.1 0.510
H -0.5805 -7.3598 0.1796 0.3 0.3 0.7 0.321
H 2.1414 -6.1785 -0.7377 0.0 0.1 -0.2 0.429
H 1.6206 -6.3991 0.9135 0.2 0.7 0.3 0.398
H -1.0953 -4.9226 1.0084 0.1 0.0 0.5 0.312
H 0.3046 -4.5817 2.1305 0.4 -1.3 -0.3 0.195
H -0.2845 -3.3623 1.3390 -0.7 0.4 -0.7 -0.204
H 2.6555 -3.9422 0.6767 -0.2 -0.6 0.4 0.583
H 2.4428 -3.6346 -0.9772 -0.4 0.2 -0.3 0.401
H 1.5856 -2.6922 0.3109 -0.1 0.3 -0.5 -0.230
H -3.1304 -5.6725 -1.8212 0.1 0.2 -0.2 0.502
H -2.5741 -4.3707 -0.7074 -0.1 0.1 -0.3 0.116
H -2.3436 -6.0559 -0.3348 0.1 0.0 0.1 0.383
H 0.3134 -2.6147 -1.9632 0.1 0.1 -0.5 -0.008
C 1.1876 -3.2947 4.4279 0.2 0.1 0.5 -1.069
O -0.1093 -2.7530 4.2638 0.2 0.5 0.1 0.181
C -0.9187 -2.8579 5.4325 -1.6 0.2 -0.5 -0.864
C -2.2577 -2.1204 5.1931 1.4 0.9 -0.9 -0.759
N -2.0467 -0.6493 5.0219 -0.2 -1.0 1.0 -0.287
C -3.2557 0.1535 5.0030 -0.2 0.9 -1.7 -0.637
C -4.2908 -0.1660 3.8636 -0.6 1.0 1.1 -0.109
O -5.3280 0.8813 3.7534 0.5 -1.1 0.5 -0.416
C -5.0131 2.1025 3.0900 -0.7 -0.8 0.5 -0.454
H 1.7995 -3.1931 3.5316 -0.5 0.1 -0.3 0.177
H 1.1623 -4.3480 4.7073 -0.2 -0.2 0.0 0.442
H 1.7222 -2.7449 5.2025 0.0 0.0 0.2 0.371
H -0.5381 -2.4456 6.3670 0.9 -0.1 -0.2 0.383
H -1.1773 -3.9137 5.5127 0.1 -0.2 0.6 0.378
H -2.9096 -2.3692 6.0305 -0.2 0.2 -0.2 0.563
H -2.6180 -2.5031 4.2382 -0.7 -0.5 0.0 0.270
H -1.5361 -0.5248 4.1594 -0.2 0.4 0.4 0.524
H -3.0025 1.1832 4.7505 0.6 0.2 0.4 0.210
H -3.7227 0.2180 5.9858 -0.2 -0.4 -0.1 0.326
H -4.7602 -1.0931 4.1929 -0.7 0.1 -0.5 0.271
H -3.8656 -0.3057 2.8697 0.5 0.0 0.1 0.096
H -5.9425 2.6714 3.0600 -0.2 -0.1 0.0 0.279
H -4.7463 1.8868 2.0554 0.6 0.3 -0.1 0.135
H -4.3371 2.7319 3.6687 0.6 -0.1 -0.3 0.214
C -5.6943 10.6431 4.8775 0.7 0.4 -1.3 -0.781
O -4.4153 10.3260 5.3787 0.2 0.1 0.1 -0.313
C -3.9997 9.0069 5.0982 -0.3 -0.7 2.2 -0.420
C -2.6677 8.7348 5.8571 -0.3 1.2 -1.0 -0.673
N -2.1182 7.4192 5.6561 -0.7 -0.7 0.0 -0.274
C -1.7660 7.0664 4.2744 0.6 0.3 1.0 -0.601
C -0.9401 5.7876 4.2521 0.5 -0.1 -1.4 -0.333
O -0.2365 5.7257 2.9769 -1.0 1.0 0.7 -0.400
C 0.3269 4.4877 2.6755 0.3 0.1 0.7 -0.485
H -5.7091 10.3959 3.8160 -0.1 -0.3 -0.4 0.319
H -5.7580 11.7311 4.8629 -0.3 -0.1 0.6 0.276
H -6.5609 10.1458 5.3131 0.2 0.0 0.6 0.299
H -4.0326 8.7487 4.0397 0.4 0.3 -0.2 0.334
H -4.7150 8.3631 5.6099 -0.3 -0.5 -0.3 0.285
H -2.7673 8.9245 6.9258 -0.6 -0.3 0.0 0.377
H -1.9949 9.5403 5.5625 0.5 0.2 -0.5 0.383
H -1.3391 7.3430 6.2943 0.2 -0.3 -0.3 0.238
H -1.2362 7.9279 3.8678 0.3 -0.2 -0.7 0.384
H -2.6447 6.8266 3.6756 -0.2 0.5 0.1 0.141
H -1.6546 4.9669 4.3156 0.1 -0.4 0.1 0.155
H -0.2188 5.6869 5.0632 0.1 0.2 0.2 0.308
H 0.8418 4.5811 1.7193 -0.2 -0.2 -0.1 0.237
H -0.4368 3.7104 2.6980 0.0 -0.3 -0.3 0.185
H 1.0794 4.2445 3.4257 0.2 -0.3 0.1 0.382
C 4.7813 -7.0922 -7.7417 0.2 0.9 -0.3 -0.737
O 4.3102 -6.0124 -6.9240 0.4 0.2 -0.4 -0.273
C 4.7446 -4.6954 -7.3330 -1.8 0.5 1.4 -0.758
C 4.0202 -3.7224 -6.2997 1.1 -0.7 -1.6 -0.419
N 2.5752 -3.7523 -6.3896 0.4 1.0 0.4 -0.318
C 1.8422 -3.2755 -5.1984 -1.5 -0.8 -0.6 -1.019
C 2.0205 -1.8891 -4.5592 1.2 0.2 0.6 -0.419
O 1.3983 -1.8545 -3.2674 -0.7 -0.3 0.8 -0.402
C 1.4509 -0.6141 -2.5495 -0.1 -0.2 -1.2 -0.890
H 5.7903 -7.3892 -7.4555 0.1 0.1 0.0 0.268
H 4.7859 -6.7315 -8.7703 0.1 -0.2 -0.2 0.313
H 4.1564 -7.9845 -7.7058 -0.3 0.3 0.4 0.234
H 4.4293 -4.4248 -8.3407 -0.3 -0.4 -0.3 0.406
H 5.8183 -4.5089 -7.3140 0.2 -0.4 0.4 0.399
H 4.2972 -2.7064 -6.5811 0.5 0.1 0.3 0.366
H 4.4539 -3.9948 -5.3375 -0.2 0.1 0.4 0.274
H 2.2143 -4.6638 -6.6326 0.2 -0.1 0.2 0.326
H 1.8732 -4.0169 -4.4000 0.3 0.1 0.5 0.530
H 0.8320 -3.3538 -5.6001 -0.5 0.3 0.5 0.250
H 1.6414 -1.0214 -5.0992 0.0 -0.2 -0.6 0.264
H 3.0755 -1.7259 -4.3390 0.4 0.2 -0.4 0.339
H 2.4551 -0.3443 -2.2225 0.1 -0.1 0.0 0.533
H 0.7624 -0.6227 -1.7045 0.2 -0.5 0.2 -0.182
H 1.0519 0.1595 -3.2055 0.3 0.5 -0.2 0.230
```
Positions in Å, forces in eV/Å.

Total energy = -3090.8463 hartree
Spin multiplicity = 2
Charge = +1